No. 1
{
  "formula": "C3H2ClF5O",
  "method": "ωB97M-V with the def2-TZVPD basis set",
  "multiplicity": 1,
  "symbols": ["F", "F", "F", "F", "F", "Cl", "O", "C", "C", "C", "H", "H"],
  "coordinates": [[2.071, -0.929, 1.989], [0.470, -2.262, 0.347], [0.872, -1.094, -1.495], [-1.187, -1.794, -0.957], [-1.335, -0.028, 1.219], [1.836, 1.481, 3.026], [0.856, 0.561, 0.830], [1.179, 0.056, 2.133], [-0.027, -1.276, -0.474], [-0.357, 0.041, 0.263], [0.324, -0.340, 2.654], [-0.712, 0.792, -0.475]],
  "forces_ev_per_a": [[0.585, 0.198, 0.339], [-0.315, 1.418, -0.778], [-1.463, 0.038, 1.491], [0.822, 0.597, -0.214], [0.396, -0.829, -0.547], [-0.132, -0.979, -0.319], [-1.125, -0.773, 0.761], [-0.066, 1.132, -1.318], [-0.254, -2.008, 0.135], [1.336, 1.642, -0.023], [-0.256, 0.127, 0.218], [0.473, -0.563, 0.254]]
}


No. 2
{
  "formula": "C8H10O3S",
  "method": "ωB97M-V with the def2-TZVPD basis set",
  "multiplicity": 1,
  "symbols": ["C", "C", "C", "C", "C", "C", "C", "C", "O", "O", "O", "S", "H", "H", "H", "H", "H", "H", "H", "H", "H", "H"],
  "coordinates": [[2.046, -2.516, 0.608], [0.875, -2.975, -0.018], [2.253, -1.222, 0.995], [-0.001, -2.156, -0.578], [1.109, -0.318, 0.923], [-0.024, -0.829, 0.065], [-1.788, 2.021, -1.683], [-1.534, 2.727, 0.826], [0.655, 2.269, -0.540], [-0.640, 0.162, -0.696], [-0.131, -0.647, 1.416], [-0.691, 1.830, -0.302], [2.921, -3.234, 0.718], [1.041, -4.037, -0.298], [3.113, -0.884, 1.492], [-0.914, -2.329, -1.248], [1.210, 0.692, 1.028], [-2.009, 3.063, -1.646], [-1.467, 1.498, -2.551], [-2.752, 1.567, -1.171], [-0.772, 2.911, 1.692], [-2.500, 2.406, 0.968]],
  "forces_ev_per_a": [[3.130, 1.143, 1.928], [1.025, -2.719, -1.921], [-2.029, -1.594, 0.174], [-2.954, 1.355, 0.498], [1.675, -1.982, -0.984], [0.709, 2.024, -1.266], [-2.282, -1.031, 2.899], [5.154, -0.532, 0.929], [0.645, 0.208, 0.291], [-1.065, -0.019, 0.180], [-2.267, -1.960, 1.847], [-1.489, 0.685, -1.469], [-1.379, 0.848, -0.069], [-1.037, 0.643, -0.066], [1.348, 0.300, 0.105], [1.819, -0.233, 0.868], [1.097, 2.499, -0.192], [0.203, 0.786, -0.956], [0.077, -0.080, -0.674], [1.673, 0.478, -1.548], [-1.940, -0.245, -1.276], [-2.115, -0.575, 0.701]]
}


No. 3
{
  "formula": "C20H58N2O8",
  "method": "ωB97M-V with the def2-TZVPD basis set",
  "multiplicity": 1,
  "symbols": ["C", "C", "O", "H", "H", "H", "H", "H", "H", "C", "C", "O", "H", "H", "H", "H", "H", "H", "C", "C", "O", "H", "H", "H", "H", "H", "H", "C", "C", "O", "H", "H", "H", "H", "H", "H", "C", "C", "O", "H", "H", "H", "H", "H", "H", "C", "C", "O", "H", "H", "H", "H", "H", "H", "C", "C", "C", "O", "C", "N", "H", "H", "H", "H", "H", "H", "H", "H", "H", "H", "H", "C", "C", "C", "O", "C", "N", "H", "H", "H", "H", "H", "H", "H", "H", "H", "H", "H"],
  "coordinates": [[-2.465, -1.031, -4.687], [-1.658, -1.443, -3.477], [-2.360, -1.458, -2.290], [-3.329, -1.716, -4.669], [-1.752, -1.079, -5.566], [-2.788, -0.003, -4.563], [-0.829, -0.772, -3.231], [-1.242, -2.445, -3.615], [-2.990, -0.658, -2.248], [2.593, -2.521, 3.950], [1.909, -2.951, 2.594], [1.970, -2.026, 1.556], [2.535, -3.372, 4.659], [2.101, -1.674, 4.393], [3.607, -2.238, 3.658], [0.837, -3.239, 2.766], [2.331, -3.963, 2.354], [1.081, -1.977, 1.139], [2.448, 4.078, 2.734], [1.892, 4.196, 1.344], [1.600, 2.865, 0.934], [3.446, 3.634, 2.701], [1.714, 3.453, 3.253], [2.495, 5.063, 3.146], [2.639, 4.579, 0.664], [0.905, 4.779, 1.306], [1.210, 2.846, 0.003], [-1.631, 0.507, 3.896], [-0.870, 1.835, 3.567], [-0.886, 1.903, 2.134], [-1.669, 0.388, 4.988], [-1.110, -0.280, 3.406], [-2.673, 0.575, 3.475], [0.120, 1.738, 3.952], [-1.398, 2.692, 4.000], [-0.018, 2.214, 1.851], [1.428, -0.363, -1.126], [0.387, -0.060, -0.082], [-0.348, -1.197, 0.296], [1.002, -0.353, -2.145], [1.983, -1.274, -0.847], [1.957, 0.608, -1.056], [-0.360, 0.779, -0.271], [0.918, 0.178, 0.810], [-1.068, -1.510, -0.226], [-2.366, 4.585, -1.421], [-1.492, 3.671, -0.592], [-0.279, 3.415, -1.266], [-3.160, 5.031, -0.802], [-2.736, 4.034, -2.290], [-1.633, 5.354, -1.821], [-1.949, 2.673, -0.501], [-1.163, 3.932, 0.445], [0.049, 4.221, -1.686], [3.840, -5.036, -1.314], [4.580, -3.857, -1.970], [5.135, -3.071, -0.820], [5.877, -1.936, -1.309], [5.026, -0.853, -1.576], [5.544, -4.385, -2.873], [3.343, -5.702, -1.973], [3.092, -4.624, -0.610], [4.630, -5.493, -0.698], [3.943, -3.234, -2.539], [5.775, -3.771, -0.244], [4.345, -2.670, -0.188], [4.541, -0.521, -0.675], [4.229, -1.133, -2.278], [5.692, -0.033, -1.877], [6.230, -3.631, -3.054], [6.138, -5.141, -2.451], [-5.166, -1.482, -0.628], [-5.020, 0.009, -0.514], [-4.007, 0.482, 0.563], [-3.855, 1.896, 0.713], [-4.711, 2.568, 1.696], [-4.575, 0.566, -1.847], [-5.623, -1.909, 0.287], [-4.269, -2.046, -0.801], [-5.813, -1.776, -1.475], [-5.992, 0.428, -0.266], [-3.016, 0.108, 0.296], [-4.202, 0.051, 1.537], [-4.482, 2.116, 2.640], [-5.783, 2.474, 1.432], [-4.368, 3.622, 1.652], [-4.758, 1.579, -1.849], [-5.254, 0.179, -2.482]],
  "forces_ev_per_a": [[1.072, -0.347, 0.022], [1.454, 0.348, -0.037], [-2.754, 0.951, 1.589], [0.262, 0.328, -0.815], [-1.330, -0.191, 0.641], [-0.242, 0.198, -0.110], [0.446, 0.107, -1.031], [-0.019, 0.038, -0.061], [1.103, -1.255, -0.036], [-0.560, -0.631, -1.704], [-1.074, -1.805, 1.695], [0.094, 0.172, -0.241], [0.355, 0.470, -0.459], [-0.235, 0.450, 0.134], [0.115, -0.161, 0.538], [0.626, 0.504, 0.202], [0.240, 0.835, -0.347], [0.417, 0.030, 0.210], [-0.472, -0.255, -0.569], [-1.310, -0.246, -0.548], [-0.732, -0.740, -1.574], [-0.274, -0.099, 0.194], [0.485, 0.113, 0.462], [0.111, 0.540, 0.653], [0.037, 0.674, -0.279], [1.465, -0.295, 0.111], [0.473, 0.342, 1.572], [-0.754, 2.091, 0.258], [-1.937, -1.601, -0.857], [0.203, 0.409, 0.644], [-0.102, -0.282, -0.293], [0.345, -0.817, -0.227], [0.968, -0.124, 0.472], [0.883, 0.220, 0.277], [0.222, 0.014, 0.022], [0.269, 0.092, -0.311], [-0.722, 1.691, -0.528], [-1.782, 0.234, -0.400], [0.403, -1.133, 1.824], [0.255, -0.565, 0.394], [0.021, 0.674, -0.323], [0.910, -0.806, -0.363], [1.242, -0.761, -0.265], [0.307, 0.495, 0.757], [-0.641, 0.242, -1.335], [1.286, 0.782, 0.218], [0.182, -1.341, 0.989], [1.250, -0.285, -0.990], [0.201, -0.015, -0.551], [-0.206, 0.143, 0.236], [-1.287, -0.244, 0.424], [-0.045, 0.448, 0.181], [-1.092, 0.534, -0.622], [-0.114, -0.057, 0.099], [0.239, 1.675, 1.233], [-0.814, -1.688, 1.196], [0.720, 0.819, -0.191], [0.371, -1.026, 0.467], [0.441, 0.200, 0.024], [2.635, -0.257, -0.556], [-0.104, -0.683, -0.699], [0.209, -0.296, -0.237], [-0.529, -0.551, -0.223], [-1.024, 0.632, -0.615], [0.086, 0.798, -0.122], [-0.247, -0.243, 0.329], [-0.386, 0.131, 0.641], [0.311, 0.433, -0.271], [-0.507, -0.225, -0.482], [-0.464, -0.511, -0.167], [-0.979, 0.832, -0.265], [-0.905, -0.993, 0.409], [0.894, 1.357, -0.143], [0.188, 0.087, -0.066], [-1.036, 0.225, -0.182], [0.861, -0.452, -1.902], [-0.439, 0.044, 0.978], [0.121, 0.304, -0.404], [0.821, 0.120, -0.004], [0.020, 0.371, 0.368], [-0.309, 0.108, 0.131], [0.083, 0.074, -0.200], [-0.453, -0.305, 0.314], [-0.169, -0.027, 0.819], [0.494, 0.112, 0.222], [-0.420, -0.623, 0.216], [0.389, -0.538, 0.070], [-0.117, -0.016, -0.628]]
}


Values of E, in order: -31300.5537; -25429.3576; -41037.2045, all in eV.
Values of energy above the lowest of the compared OMol25 structures with the same formula, charge and spin, in order: 54.3; 279.8; 129.7, all in kJ/mol.
Values of gap between HOMO and LUMO, in order: 12.42; 9.20; 9.37, all in eV.